13
Properties=species:S:1:pos:R:3 method="wB97M-V/def2-TZVPD" homo_lumo_gap_ev="5.27 / 7.43" charge=+1 e_tot_ha=-487.74273 multiplicity=3 e_lumo_ha="-0.1373 / -0.2156" e_above_lowest_kj_mol=267.2 homo_ev="-9.0 / -13.3"
C -2.3098 -0.3479 -1.3385
C 1.3742 -0.1077 0.8372
N -1.4500 -0.3428 -2.2761
N 2.1728 0.7050 1.8488
I -0.7980 0.1247 0.9820
H -2.9312 0.5568 -1.0877
H -2.7049 -1.3162 -1.0664
H 1.4238 -1.1214 1.3043
H 2.5191 1.6391 1.6404
H -0.8655 -1.2097 -2.4798
H 1.8039 0.6490 2.8205
H -1.2832 0.4787 -2.8851
H 3.0488 0.2924 1.7004

=====

85
Properties=species:S:1:pos:R:3 method="wB97M-V/def2-TZVPD" homo_lumo_gap_ev=5.58 charge=+3 e_tot_ha=-2499.12501 e_lumo_ha=-0.3658 e_above_lowest_kj_mol=78.4 homo_ev=-15.5
Zr -1.0034 -0.4088 0.4636
C -3.8266 2.7783 1.4931
C -4.9381 2.0708 1.9507
C -4.9181 0.6853 1.9645
C -3.7884 0.0058 1.5325
N -2.7097 0.7116 1.0846
C -2.7391 2.0642 1.0630
C -3.6283 -1.4605 1.5085
C -4.6386 -2.3344 1.8883
C -4.4246 -3.7068 1.8373
C -3.2047 -4.2221 1.4183
C -2.1840 -3.3596 1.0418
C -2.3752 -1.9759 1.0748
H -3.8177 3.8584 1.4721
H -5.8147 2.6060 2.2920
H -5.7811 0.1392 2.3149
H -1.8572 2.5692 0.6833
H -5.5979 -1.9679 2.2275
H -5.2174 -4.3818 2.1312
H -3.0529 -5.2926 1.3833
H -1.2388 -3.7876 0.7225
C 1.5799 -0.5356 -1.8247
N 2.0915 0.3302 -0.7654
C 2.5742 -0.4125 0.4017
P 1.2785 -0.4544 1.7392
C 1.2621 1.1891 2.5024
C 0.8524 2.2525 1.6847
C 0.8113 3.5402 2.1895
C 1.1557 3.7680 3.5168
C 1.5337 2.7117 4.3366
C 1.5876 1.4184 3.8355
C 1.8323 -1.6827 2.9253
C 3.1518 -1.6746 3.3816
C 3.5659 -2.6589 4.2629
C 2.6751 -3.6397 4.6831
C 1.3622 -3.6447 4.2330
C 0.9354 -2.6679 3.3486
C 2.9006 1.4697 -1.1581
C 3.4812 2.2677 -0.1698
C 4.2762 3.3519 -0.5069
C 4.4923 3.6822 -1.8350
C 3.8797 2.9262 -2.8190
C 3.0870 1.8344 -2.4895
P -0.2710 -0.3935 -2.0701
C -0.6417 -1.8583 -3.0585
C -1.5054 -2.8298 -2.5475
C -1.7481 -3.9872 -3.2699
C -1.1346 -4.1709 -4.5003
C -0.2824 -3.2007 -5.0153
C -0.0324 -2.0414 -4.3007
C -0.6289 1.0670 -3.0720
C -0.0860 2.3025 -2.7027
C -0.3858 3.4299 -3.4472
C -1.2494 3.3368 -4.5322
C -1.8188 2.1170 -4.8739
C -1.5205 0.9784 -4.1421
H 1.7475 -1.5889 -1.5841
H 2.0672 -0.3569 -2.7805
H 3.4814 0.0329 0.8020
H 2.8056 -1.4548 0.1591
H 0.6545 2.0722 0.6243
H 0.5399 4.3749 1.5556
H 1.1350 4.7746 3.9122
H 1.7868 2.8932 5.3724
H 1.8762 0.6000 4.4814
H 3.8442 -0.9059 3.0591
H 4.5864 -2.6606 4.6213
H 3.0099 -4.4061 5.3693
H 0.6764 -4.4087 4.5739
H -0.0884 -2.6464 2.9919
H 3.3106 2.0733 0.8804
H 4.7297 3.9376 0.2818
H 5.1274 4.5164 -2.0987
H 4.0172 3.1751 -3.8627
H 2.6191 1.3066 -3.3080
H -2.0057 -2.6541 -1.6033
H -2.4215 -4.7412 -2.8838
H -1.3276 -5.0707 -5.0687
H 0.1854 -3.3466 -5.9795
H 0.6233 -1.2820 -4.7103
H 0.5989 2.3736 -1.8640
H 0.0590 4.3820 -3.1892
H -1.4824 4.2197 -5.1123
H -2.4965 2.0491 -5.7141
H -1.9648 0.0300 -4.4132

=====

22
Properties=species:S:1:pos:R:3 method="wB97M-V/def2-TZVPD" homo_lumo_gap_ev=9.41 charge=0 e_tot_ha=-403.72534 smiles=CCNC.O.O.O e_lumo_ha=0.0281 e_above_lowest_kj_mol=162.5 homo_ev=-8.6
C -1.1874 1.8282 -3.6059
C -0.9010 0.6692 -2.6378
N -1.7504 0.7351 -1.4322
C -1.0136 1.1588 -0.2375
H -2.0998 2.2863 -3.2476
H -1.4017 1.4654 -4.6122
H -0.3750 2.5591 -3.5797
H 0.1433 0.5687 -2.3625
H -1.1380 -0.2696 -3.1389
H -2.1707 -0.1804 -1.3296
H -0.3963 1.9851 -0.5726
H -1.6768 1.5492 0.5268
H -0.3443 0.3627 0.1003
H -0.8852 -2.7990 5.1294
H -1.0373 -2.7641 6.6558
O -0.7171 -2.2440 5.9021
H 4.3690 2.3235 3.0480
H 4.8318 2.5166 4.4836
O 5.1425 2.5620 3.5730
H -1.0285 -4.4086 -2.7846
H 0.3187 -3.6828 -3.3998
O -0.2743 -3.8353 -2.6595

=====

90
Properties=species:S:1:pos:R:3 method="wB97M-V/def2-TZVPD" homo_lumo_gap_ev=7.07 charge=0 e_tot_ha=-2124.42939 smiles="NC(N)=O.NC(N)=O.NC(N)=O.NC(N)=O.NC(N)=O.NC(N)=O.CCO.CCO.CO.CO.CO.CO" e_lumo_ha=-0.0257 e_above_lowest_kj_mol=845.2 homo_ev=-7.8
C 4.0759 3.1136 -0.8190
C 3.4569 3.1436 0.6200
O 4.3759 2.4626 1.4820
H 5.0589 3.3706 -0.7710
H 3.6509 3.9576 -1.4170
H 3.7909 2.1986 -1.2680
H 2.5099 2.6076 0.7540
H 3.3239 4.1626 0.9780
H 5.2649 2.8406 1.3890
C -1.1551 1.6756 0.8790
C -0.5231 0.2336 0.7040
O 0.8259 0.4066 0.3660
H -1.1431 2.0546 1.9160
H -2.1621 1.5906 0.5880
H -0.8561 2.3246 0.0790
H -1.0701 -0.2774 -0.0810
H -0.6491 -0.4004 1.5360
H 1.4409 0.1906 1.0910
C 1.6059 0.3466 -3.0540
O 1.4879 0.2906 -4.4020
N 0.6529 0.8436 -2.2670
N 2.5639 -0.2904 -2.4850
H -0.2521 1.1926 -2.7610
H 0.5869 0.7206 -1.2090
H 3.2419 -0.5674 -3.2130
H 2.8499 -0.0164 -1.5650
C -4.3071 -0.8484 0.0800
O -4.1971 0.5056 -0.0200
N -3.6861 -1.5614 0.9670
N -4.7901 -1.5874 -0.9210
H -3.2851 -1.1104 1.8080
H -4.0641 -2.4414 1.2630
H -5.1011 -1.0234 -1.7490
H -4.6251 -2.5794 -1.1240
C -2.1101 2.0216 -2.7550
O -2.3741 3.3266 -2.3520
N -2.5101 1.0236 -2.0990
N -1.3261 1.7206 -3.6960
H -3.0561 1.2836 -1.2850
H -2.2511 -0.0154 -2.1840
H -0.9151 2.5296 -4.3260
H -1.3611 0.8306 -4.2000
C -1.0111 -3.6884 -0.1920
O -0.2121 -2.9784 0.7000
N -2.2371 -3.3764 -0.3160
N -0.7311 -4.8474 -0.7490
H -2.6981 -2.6414 0.2570
H -2.8921 -4.0014 -0.7820
H 0.2819 -5.2384 -0.5510
H -1.4881 -5.5454 -0.9610
C 0.2509 -2.4824 4.5890
O -0.1591 -1.2064 4.6590
N 0.0479 -3.5264 5.4250
N 0.9479 -2.8364 3.5520
H -0.4861 -3.4044 6.3200
H 0.2219 -4.5134 5.2020
H 1.0769 -2.0844 2.7930
H 1.0779 -3.8044 3.2480
C -1.7551 -1.5354 -3.5900
O -1.4021 -0.7874 -4.6550
N -2.8951 -2.1804 -3.5900
N -1.3361 -1.3854 -2.3750
H -3.3931 -2.1494 -4.4960
H -3.2271 -2.7024 -2.7850
H -0.4891 -0.7674 -2.3060
H -1.5891 -2.0074 -1.5620
C 5.1059 -0.3434 -0.6710
O 3.8719 -0.0574 -0.1720
H 5.0459 -1.0914 -1.4620
H 5.7009 -0.6364 0.2110
H 5.6309 0.5366 -1.0540
H 3.9189 0.7616 0.2580
C 1.6129 0.9146 3.2750
O 2.1769 -0.2534 2.6710
H 1.9599 1.2276 4.2480
H 0.4589 0.9806 3.2310
H 1.9409 1.7456 2.6530
H 3.1119 -0.2554 2.9660
C -2.7591 0.5756 3.8050
O -2.4141 -0.7114 3.2810
H -3.0391 1.2306 2.9920
H -1.8601 0.9796 4.2440
H -3.5301 0.5836 4.5510
H -1.6401 -0.9154 3.7780
C 0.8639 4.3766 -1.7230
O 1.2589 3.5106 -2.7790
H 1.5619 5.2606 -1.6440
H 0.9469 3.8076 -0.8090
H -0.1851 4.5506 -1.8180
H 1.3649 2.6636 -2.3440